No. 1
Below is a cluster of 6 separate species, C29H30N6O5 in total, with properties calculated with the ωB97M-V functional and the def2-TZVPD basis.

Each line ends with the natural charge from an NBO analysis.
Cartesian coordinates (Å):
O (7.266844, 1.210508, -0.206502)  -0.22
N (6.753670, 2.161713, -0.609884)  0.37
O (6.143451, 2.921612, 0.440986)  -0.41
C (4.897439, 3.435997, -0.030469)  -0.12
C (3.751759, 2.687802, 0.597371)  0.04
C (2.475335, 2.930750, -0.282463)  -0.10
O (1.902456, 1.614088, -0.202259)  -0.53
C (3.046478, 0.868391, -0.398237)  0.97
O (3.266330, 0.097886, -1.288333)  -0.52
O (3.895159, 1.271552, 0.597725)  -0.49
H (4.812382, 4.485233, 0.226005)  0.21
H (4.880985, 3.350146, -1.109564)  0.19
H (3.512726, 2.992824, 1.603109)  0.21
H (2.791403, 3.010408, -1.316857)  0.18
H (1.868324, 3.724720, 0.103792)  0.22
C (-1.852963, -0.824648, 0.198584)  -0.18
C (-0.617411, -0.205504, 0.307076)  -0.25
C (0.267684, -0.673194, 1.267176)  0.03
N (-0.002288, -1.682822, 2.094420)  -0.44
C (-1.193889, -2.264610, 1.974872)  0.03
C (-2.148889, -1.877439, 1.048421)  -0.25
H (-2.576786, -0.496946, -0.535637)  0.23
H (-0.344084, 0.619270, -0.333426)  0.23
H (1.245570, -0.222110, 1.388521)  0.19
H (-1.385740, -3.082518, 2.661577)  0.19
H (-3.101220, -2.387488, 0.994753)  0.22
C (0.239942, 6.042398, 3.857837)  -0.16
C (1.310513, 5.498030, 4.547272)  -0.25
C (2.458570, 5.179157, 3.838427)  0.04
N (2.592215, 5.366352, 2.526582)  -0.44
C (1.550001, 5.888619, 1.880992)  0.02
C (0.358980, 6.243299, 2.492492)  -0.26
H (-0.673366, 6.304188, 4.375629)  0.22
H (1.259045, 5.322093, 5.612377)  0.23
H (3.319385, 4.752312, 4.340621)  0.20
H (1.685517, 6.028488, 0.813018)  0.19
H (-0.451757, 6.663700, 1.914171)  0.22
C (3.168512, -4.327033, 2.051731)  -0.17
C (2.358189, -3.631846, 2.935154)  -0.27
C (2.213649, -4.134898, 4.219587)  0.03
N (2.803314, -5.247576, 4.654421)  -0.42
C (3.576081, -5.900882, 3.790183)  0.02
C (3.792568, -5.486099, 2.485087)  -0.26
H (3.310834, -3.970257, 1.039207)  0.22
H (1.847277, -2.725012, 2.640253)  0.25
H (1.590989, -3.622170, 4.944925)  0.19
H (4.043175, -6.803588, 4.169169)  0.19
H (4.433473, -6.057753, 1.827602)  0.22
C (-7.480027, -0.868943, -1.489222)  -0.17
C (-6.867972, -2.110944, -1.465141)  -0.25
C (-5.487050, -2.165605, -1.568203)  0.03
N (-4.710879, -1.089966, -1.692165)  -0.44
C (-5.317278, 0.095755, -1.714473)  0.03
C (-6.689624, 0.261102, -1.616021)  -0.26
H (-8.555907, -0.783065, -1.411135)  0.22
H (-7.446398, -3.019023, -1.369515)  0.22
H (-4.967890, -3.118023, -1.552910)  0.20
H (-4.662689, 0.954617, -1.818489)  0.19
H (-7.125524, 1.249963, -1.639154)  0.22
C (-1.397940, -2.465551, -5.233502)  -0.17
C (-2.476457, -2.140915, -4.427638)  -0.26
C (-3.692092, -1.868394, -5.035943)  0.03
N (-3.885151, -1.896552, -6.353164)  -0.42
C (-2.837411, -2.209272, -7.112116)  0.03
C (-1.579722, -2.502098, -6.606465)  -0.26
H (-0.431441, -2.685861, -4.798705)  0.22
H (-2.383481, -2.097216, -3.350625)  0.23
H (-4.560148, -1.612293, -4.439317)  0.19
H (-3.021355, -2.223585, -8.180856)  0.19
H (-0.765397, -2.751281, -7.272733)  0.22

Cartesian forces, eV/Å:
O 0.470 0.085 0.280
N -0.540 -0.119 -0.415
O -0.112 0.034 0.292
C 0.848 -0.285 0.436
C -1.154 0.903 -0.067
C 1.310 -1.396 0.735
O -0.546 0.028 -1.104
C -0.014 -0.712 -0.117
O -0.476 0.628 1.479
O 0.717 -0.304 -1.378
H 0.027 0.269 0.164
H -0.006 -0.131 -0.373
H 0.379 0.198 0.405
H -0.220 0.831 -0.293
H -0.604 0.054 -0.039
C 0.009 0.103 -0.045
C -0.066 -0.072 0.068
C 0.023 -0.055 0.057
N -0.221 0.228 -0.158
C 0.031 -0.092 0.111
C 0.013 0.008 -0.004
H -0.014 -0.064 -0.029
H 0.056 -0.005 -0.004
H -0.019 0.054 -0.006
H -0.037 -0.018 -0.025
H -0.007 -0.005 0.006
C -0.036 -0.001 0.040
C -0.018 0.024 -0.031
C 0.135 -0.039 0.005
N -0.120 -0.048 -0.047
C 0.094 -0.001 -0.101
C 0.006 -0.010 0.024
H -0.005 0.000 0.005
H 0.022 -0.010 0.010
H -0.023 -0.005 0.050
H -0.062 0.075 -0.004
H 0.008 0.004 -0.023
C 0.017 -0.025 -0.014
C 0.189 0.016 -0.035
C -0.014 -0.037 0.078
N -0.016 0.022 -0.036
C 0.013 -0.059 0.069
C -0.027 0.018 -0.016
H 0.005 0.010 -0.001
H -0.010 -0.130 0.096
H -0.019 0.048 -0.037
H 0.032 -0.011 -0.044
H 0.007 -0.019 0.013
C -0.053 0.006 0.002
C -0.004 0.021 -0.001
C 0.132 -0.074 0.001
N -0.132 0.010 0.017
C 0.121 0.038 -0.016
C -0.007 -0.021 -0.001
H -0.007 0.000 -0.001
H 0.014 -0.020 0.000
H -0.044 -0.031 -0.006
H -0.041 0.039 0.001
H 0.016 0.017 -0.008
C 0.051 -0.016 0.008
C 0.027 -0.014 0.033
C -0.133 0.036 -0.013
N 0.065 -0.022 0.016
C -0.056 0.015 -0.064
C -0.012 0.007 0.022
H 0.005 0.001 0.004
H -0.044 0.029 0.010
H 0.031 0.007 0.057
H 0.051 -0.018 -0.016
H -0.006 0.002 -0.022

## Properties
HOMO-LUMO gap = 9.397 eV
ΔE to the lowest compared entry with this formula, charge and spin = 116.6 kcal/mol
LUMO = 0.009 hartree
HOMO level = -9.153 eV
structure (SMILES) = O=NOC[C@H]1COC(=O)O1.c1ccncc1.c1ccncc1.c1ccncc1.c1ccncc1.c1ccncc1

---

No. 2
Below is a structure of composition C48H56As2N5P2TeTi, with properties calculated with the ωB97M-V functional and the def2-TZVPD basis.

Each line ends with the Löwdin charge.
Cartesian coordinates (Å):
Ti (-0.115362, -0.247954, 0.188277)  -0.09
C (-1.788443, 3.336775, 0.103846)  -0.43
C (-0.458676, 3.572060, -0.607396)  -0.41
As (0.945348, 2.271619, -0.057024)  1.31
C (1.867233, 3.389755, 1.239404)  -0.37
C (1.144007, 4.074372, 2.213503)  -0.13
C (1.794906, 4.883362, 3.137789)  -0.08
C (3.179108, 5.007153, 3.098087)  -0.09
C (3.904270, 4.320698, 2.132095)  -0.07
C (3.252430, 3.515369, 1.204796)  -0.11
C (2.114540, 2.522466, -1.601690)  -0.37
C (2.398374, 3.803018, -2.069222)  -0.11
C (3.164695, 3.975094, -3.215869)  -0.08
C (3.658495, 2.866064, -3.898191)  -0.09
C (3.388434, 1.588252, -3.423972)  -0.07
C (2.614402, 1.417439, -2.279009)  -0.11
As (-2.461570, 1.495867, -0.046959)  1.29
C (-3.227842, 1.507796, -1.857557)  -0.40
C (-3.637748, 2.685298, -2.471944)  -0.10
C (-4.164984, 2.665799, -3.761692)  -0.08
C (-4.291778, 1.461933, -4.445015)  -0.10
C (-3.885652, 0.280882, -3.835899)  -0.09
C (-3.354103, 0.307032, -2.549007)  -0.14
C (-4.115139, 1.780510, 0.962371)  -0.38
C (-4.032524, 2.069647, 2.325395)  -0.12
C (-5.182092, 2.265710, 3.082919)  -0.08
C (-6.433135, 2.166996, 2.486444)  -0.09
C (-6.522094, 1.873255, 1.133696)  -0.08
C (-5.372201, 1.680127, 0.373727)  -0.10
H (-2.556703, 4.032361, -0.225070)  0.06
H (-1.692927, 3.476564, 1.180482)  0.04
H (-0.087808, 4.575049, -0.409213)  0.07
H (-0.563174, 3.451860, -1.683451)  0.05
H (0.067626, 3.986166, 2.264395)  0.08
H (1.219463, 5.414980, 3.886426)  0.10
H (3.690231, 5.636629, 3.817578)  0.10
H (4.983833, 4.408987, 2.096044)  0.11
H (3.828966, 2.980626, 0.462438)  0.10
H (2.039667, 4.673998, -1.534985)  0.10
H (3.379761, 4.974984, -3.573589)  0.10
H (4.261537, 3.000913, -4.789962)  0.10
H (3.787494, 0.717537, -3.932616)  0.11
H (2.414175, 0.423475, -1.904309)  0.06
H (-3.560551, 3.631780, -1.953466)  0.10
H (-4.477456, 3.592077, -4.227677)  0.11
H (-4.709947, 1.443537, -5.443689)  0.10
H (-3.976629, -0.663692, -4.358990)  0.11
H (-3.016200, -0.617652, -2.096966)  0.08
H (-3.074912, 2.143363, 2.815369)  0.07
H (-5.097298, 2.491949, 4.139144)  0.11
H (-7.331965, 2.311937, 3.074556)  0.10
H (-7.493093, 1.791635, 0.659642)  0.10
H (-5.472060, 1.442441, -0.675700)  0.10
C (-0.419325, 1.259471, 3.633010)  -0.26
P (-0.172795, -0.328082, 2.731906)  0.79
C (1.163875, -0.962449, 3.800862)  -0.27
C (-1.663502, -1.276900, 3.322803)  -0.39
C (-1.972168, -2.540576, 2.489854)  -0.43
P (-1.970040, -2.105962, 0.679588)  0.73
C (-3.763616, -1.568369, 0.718349)  -0.29
C (-2.313688, -3.629295, -0.282383)  -0.29
H (-0.659544, 1.109093, 4.689904)  0.05
H (-1.206633, 1.838637, 3.163603)  -0.01
H (0.498653, 1.839923, 3.567954)  0.03
H (0.844402, -0.908406, 4.843963)  0.05
H (2.053012, -0.346599, 3.662860)  0.03
H (1.430969, -1.983855, 3.545080)  -0.01
H (-2.497514, -0.574263, 3.241997)  0.06
H (-1.552770, -1.525416, 4.380338)  0.08
H (-2.962288, -2.926077, 2.734999)  0.08
H (-1.255163, -3.327746, 2.707668)  0.03
H (-4.394904, -2.428337, 0.954484)  0.05
H (-4.109515, -1.157739, -0.229701)  0.01
H (-3.929945, -0.811431, 1.481528)  0.01
H (-2.741615, -4.394772, 0.366038)  0.05
H (-1.414573, -4.036561, -0.737955)  0.01
H (-3.043232, -3.384366, -1.053705)  0.04
N (-0.569227, 1.567355, -4.731807)  0.16
N (-0.348475, 0.584299, -3.773616)  -0.27
N (-0.071775, -0.676957, -4.019454)  0.16
C (0.034387, -1.167240, -2.797978)  -0.14
N (-0.195268, -0.199918, -1.852569)  -0.12
N (-0.422019, 0.890148, -2.531473)  0.06
H (0.029337, 1.361941, -5.520958)  0.10
H (-1.548807, 1.516965, -4.993767)  0.08
H (0.303535, -2.178812, -2.549956)  0.11
C (0.493086, -5.458854, 1.418775)  -0.38
Te (0.987094, -3.257011, 0.986634)  1.38
C (1.928390, -4.183900, -0.692307)  -0.39
C (2.212940, -5.631242, -0.372531)  -0.28
C (3.179513, -6.334851, -1.096164)  -0.06
C (3.472556, -7.655371, -0.796506)  -0.10
C (2.798201, -8.284056, 0.247880)  -0.10
C (1.838642, -7.588837, 0.967884)  -0.05
C (1.520552, -6.257115, 0.671058)  -0.30
H (-0.512158, -5.667984, 1.035696)  0.03
H (0.495828, -5.697232, 2.484473)  0.04
H (2.849245, -3.640095, -0.881972)  0.03
H (1.280251, -4.074189, -1.565947)  0.05
H (3.717470, -5.831297, -1.893632)  0.11
H (4.227765, -8.187295, -1.362611)  0.09
H (3.022913, -9.314092, 0.498042)  0.09
H (1.315286, -8.078672, 1.782469)  0.11
C (1.610714, -1.043445, 0.218479)  -0.50
C (3.054574, -0.708930, 0.196969)  -0.38
C (3.932952, -1.200813, -0.792726)  -0.10
C (5.279387, -0.851979, -0.841318)  -0.10
C (5.831593, -0.003716, 0.112364)  -0.11
C (4.993409, 0.496841, 1.102133)  -0.11
C (3.645742, 0.159439, 1.133349)  -0.09
H (3.527579, -1.840299, -1.569381)  0.09
H (5.904878, -1.252312, -1.632374)  0.10
H (6.882493, 0.257057, 0.086383)  0.09
H (5.388574, 1.169298, 1.857956)  0.10
H (3.015870, 0.575298, 1.907142)  0.08

Cartesian forces, eV/Å:
Ti 1.093 -1.304 1.840
C 0.124 -0.024 -0.054
C -0.074 -0.198 0.189
As -0.123 0.046 -0.307
C 0.030 0.026 0.023
C 0.200 0.103 0.049
C 0.056 -0.042 -0.055
C -0.044 -0.027 -0.020
C -0.058 -0.027 0.001
C 0.023 0.088 0.157
C -0.066 -0.028 0.079
C 0.151 -0.034 -0.135
C -0.018 -0.090 0.027
C -0.050 0.001 0.079
C -0.028 0.072 0.053
C 0.064 0.076 -0.142
As -0.061 0.190 -0.254
C 0.042 0.081 0.166
C -0.111 -0.032 -0.227
C 0.081 -0.052 0.128
C 0.026 0.064 0.053
C 0.085 -0.042 0.128
C -0.098 0.011 -0.184
C 0.013 0.020 0.073
C -0.278 0.004 -0.072
C 0.032 -0.023 -0.097
C 0.065 -0.014 0.011
C 0.039 -0.015 -0.050
C -0.091 0.014 0.192
H -0.067 0.094 -0.028
H 0.019 0.055 0.116
H 0.002 0.120 0.031
H -0.030 -0.037 -0.087
H -0.065 0.003 -0.017
H 0.026 -0.015 -0.015
H -0.032 -0.035 -0.038
H -0.037 0.003 0.005
H 0.000 -0.004 -0.038
H -0.035 0.027 0.011
H 0.003 -0.029 0.006
H -0.040 -0.004 0.069
H -0.014 0.044 0.021
H -0.063 0.010 0.020
H 0.012 0.008 -0.014
H -0.003 -0.017 0.006
H 0.002 0.002 0.006
H -0.007 0.023 0.008
H 0.026 -0.034 0.050
H 0.116 0.009 0.028
H 0.002 -0.011 -0.034
H 0.054 0.003 -0.036
H 0.030 -0.005 0.015
H 0.022 0.006 -0.060
C -0.015 -0.179 0.156
P -0.341 0.296 0.193
C 0.022 -0.063 -0.004
C 0.096 -0.165 -0.180
C 0.259 0.202 0.042
P -0.944 0.350 0.039
C 0.021 -0.034 0.006
C 0.234 -0.167 0.142
H -0.009 -0.018 -0.043
H -0.092 0.102 -0.054
H 0.100 0.017 -0.012
H 0.032 -0.017 0.014
H -0.024 -0.001 -0.009
H 0.007 -0.059 -0.023
H -0.056 0.041 -0.008
H -0.024 -0.029 0.055
H -0.066 -0.016 0.057
H 0.077 -0.040 -0.040
H -0.007 -0.009 0.009
H 0.053 0.028 -0.092
H 0.005 0.049 0.055
H -0.062 -0.035 0.000
H 0.051 0.017 0.006
H -0.027 0.020 -0.050
N 0.011 -0.245 0.260
N 0.017 0.430 -1.014
N 0.064 -0.524 0.220
C -0.048 0.423 0.255
N -0.123 -0.642 -2.461
N -0.150 0.705 0.953
H 0.001 -0.021 -0.059
H -0.026 0.009 -0.135
H -0.008 -0.012 -0.015
C 0.163 -0.188 -0.225
Te 0.024 -0.336 0.607
C -0.010 -0.085 -0.178
C 0.017 0.079 -0.109
C -0.073 0.053 0.079
C -0.087 -0.008 0.101
C 0.009 0.097 -0.061
C -0.011 0.120 -0.003
C 0.007 -0.094 -0.012
H 0.017 0.015 -0.018
H 0.027 0.015 0.026
H 0.005 -0.009 -0.039
H 0.003 -0.085 -0.019
H -0.031 -0.011 0.029
H -0.019 0.006 0.020
H 0.000 0.017 0.003
H 0.018 0.004 -0.026
C 0.857 1.521 -0.175
C -0.617 -0.505 -0.042
C 0.204 0.029 -0.107
C -0.231 -0.063 0.012
C -0.105 -0.024 0.007
C -0.123 -0.039 -0.026
C 0.114 -0.008 0.145
H 0.040 -0.021 -0.002
H -0.036 -0.001 0.012
H -0.039 -0.005 -0.008
H -0.026 -0.034 -0.020
H -0.070 0.085 0.090

## Properties
HOMO-LUMO gap (alpha / beta) = 5.433 / 5.437 eV
ΔE to the lowest compared entry with this formula, charge and spin = 0.0 kcal/mol
LUMO (alpha / beta) = 0.012 / 0.012 hartree
HOMO level (alpha / beta) = -5.104 / -5.112 eV
spin multiplicity = 2

---

No. 3
Below is the ion C9H13N3 with charge +2, with properties calculated with the ωB97M-V functional and the def2-TZVPD basis.

Each line ends with the natural charge from an NBO analysis.
Cartesian coordinates (Å):
C (3.571545, -0.859278, -0.083866)  -0.24
C (2.591111, -1.776168, 0.382764)  0.05
C (3.248592, 0.450822, -0.304160)  0.01
C (1.220782, -1.412599, 0.499935)  -0.22
C (1.810848, 0.851941, -0.326074)  -0.19
C (0.837886, -0.152711, 0.032020)  0.14
C (1.446467, 2.158403, -0.345629)  -0.03
C (-2.621778, -0.563095, -0.846892)  -0.01
C (-0.573105, 0.177105, -0.271572)  0.05
N (-1.251533, -0.869543, -0.828333)  -0.59
N (-2.629460, -0.035806, 0.775638)  -0.38
N (-1.421921, 0.572941, 1.065294)  -0.45
H (4.600818, -1.057922, 0.029584)  0.27
H (3.048864, -2.717780, 0.546408)  0.26
H (4.033249, 1.158950, -0.675081)  0.27
H (0.461057, -2.032759, 0.762047)  0.23
H (2.081968, 3.108783, -0.550856)  0.29
H (0.360103, 2.333272, -0.301717)  0.19
H (-2.936536, 0.324941, -1.481178)  0.24
H (-3.315697, -1.316318, -0.886713)  0.24
H (-0.654136, 1.110409, -0.900574)  0.21
H (-0.937752, -1.794068, -0.708440)  0.42
H (-3.402932, 0.558189, 0.894466)  0.43
H (-2.775225, -0.841964, 1.326615)  0.42
H (-1.540917, 1.598930, 1.077333)  0.38

Cartesian forces, eV/Å:
C -1.314 1.047 1.406
C 0.218 1.703 -0.701
C -1.029 0.742 -1.605
C 2.287 2.836 -1.815
C 2.511 -0.365 0.958
C 1.014 -0.604 0.098
C -0.050 1.603 -1.224
C 1.945 2.721 1.355
C -0.200 2.125 1.074
N -1.749 0.408 -1.887
N -1.083 0.115 -2.081
N 1.754 0.103 -1.122
H 0.989 -0.834 -0.410
H -0.548 -1.221 0.607
H -0.876 -0.465 0.793
H -1.632 -2.196 1.021
H -0.809 -2.066 0.647
H 0.867 0.544 0.240
H 0.606 -0.920 0.971
H -1.368 -2.109 -0.339
H -0.030 -1.289 0.392
H 0.158 -1.148 0.170
H -1.424 1.185 0.480
H -0.102 -1.223 0.960
H -0.137 -0.693 0.011

## Properties
HOMO-LUMO gap = 7.973 eV
ΔE to the lowest compared entry with this formula, charge and spin = 98.1 kcal/mol
LUMO = -0.362 hartree
total charge = +2
HOMO level = -17.815 eV

---

Which value of ΔE to the lowest compared entry with this formula, charge and spin does entry 3 give? 98.1 kcal/mol